Record 1
Computed, not measured: a 2-piece molecular cluster, C2H7NO3 overall at a distorted geometry, with the ωB97M-V functional and the def2-TZVPD basis.

Properties
Lowest unoccupied orbital energy (alpha / beta) in eV: -4.09 / -9.76
HOMO level (alpha / beta) in eV: -14.8 / -14.8
Molecular weight in Da: 93.08
<S²>: 0.754

Geometry as ORCA input:
```
! wB97M-V def2-TZVPD RIJCOSX def2/J DEFGRID3
* xyz 1 2
O -0.03 0.00 1.03
C -0.24 -0.07 -0.15
O -0.92 0.86 -0.78
C 0.30 -1.14 -1.08
N 1.18 -2.00 -0.38
H -1.08 1.47 -0.03
H 0.86 -0.57 -1.84
H -0.53 -1.65 -1.56
H 1.51 -2.83 -0.90
H 0.87 -2.31 0.56
H -0.04 2.24 1.64
H -1.37 2.93 1.97
O -0.52 3.08 1.54
*
```

***

Record 2
Computed, not measured: a 2-piece molecular cluster, C2H7NO3P overall at a distorted geometry, with the ωB97M-V functional and the def2-TZVPD basis.

Properties
Lowest unoccupied orbital energy (alpha / beta) in eV: 4.10 / 4.09
HOMO level (alpha / beta) in eV: -2.8 / -2.8
Molecular weight in Da: 124.06

Geometry as ORCA input:
```
! wB97M-V def2-TZVPD RIJCOSX def2/J DEFGRID3
* xyz -1 1
C -0.58 -0.02 -1.59
C 0.47 0.33 -0.66
N 0.84 -1.92 1.18
O -1.51 0.50 1.35
O -0.01 2.34 1.10
O 0.99 -1.66 -0.10
P -0.03 0.69 1.22
H -1.56 -0.31 -1.05
H -0.78 0.94 -2.04
H -0.20 -0.76 -2.22
H 1.55 0.53 -0.99
H 1.56 -1.32 1.83
H -0.04 -1.85 1.56
H -0.69 2.50 0.40
*
```

***

Record 3
Computed, not measured: a 2-piece molecular cluster, C2H7NO3P overall at a distorted geometry, with the ωB97M-V functional and the def2-TZVPD basis.

Properties
Lowest unoccupied orbital energy (alpha / beta) in eV: 3.11 / 3.47
HOMO level (alpha / beta) in eV: -1.8 / -5.4
Molecular weight in Da: 124.06

Geometry as ORCA input:
```
! wB97M-V def2-TZVPD RIJCOSX def2/J DEFGRID3
* xyz -1 1
C -0.12 -1.31 -0.75
C 0.62 -0.97 0.51
N -1.27 2.50 0.09
O 2.91 0.52 1.39
O 2.43 0.10 -1.17
O -2.28 1.54 0.49
P 1.98 0.35 0.20
H -0.85 -2.28 -0.53
H -0.95 -0.64 -1.04
H 0.43 -1.55 -1.79
H 1.06 -1.86 0.85
H 0.02 -0.59 1.30
H -1.32 2.36 -0.91
H -2.66 1.81 1.36
*
```

***

Record 4
Computed, not measured: a 3-piece molecular cluster, C2H7NO4 overall at a distorted geometry, with the ωB97M-V functional and the def2-TZVPD basis.

Properties
Lowest unoccupied orbital energy in eV: 0.27
HOMO level in eV: -10.2
Molecular weight in Da: 109.08

Geometry as ORCA input:
```
! wB97M-V def2-TZVPD RIJCOSX def2/J DEFGRID3
* xyz 0 1
O -1.14 -0.84 2.62
C -1.32 0.33 2.31
N -0.78 0.77 1.00
C -0.03 2.00 0.83
O -0.31 2.90 1.60
H -1.40 1.27 2.96
H -0.63 0.08 0.31
H 0.59 2.17 -0.20
H -0.35 -2.62 -3.32
H 0.55 -2.25 -4.60
O -0.17 -1.93 -4.00
H 2.38 -2.68 -1.99
H 3.56 -2.01 -2.51
O 2.72 -1.80 -2.29
*
```